Here is 8 unconnected molecules or ions with the total composition C24H48Br8O8S4 in a non-equilibrium geometry from OMol25. Energies are from ωB97M-V/def2-TZVPD.

HOMO	-9.94	eV
multiplicity	1
SMILES	O=S1(=O)CCCC1.O=S1(=O)CCCC1.O=S1(=O)CCCC1.O=S1(=O)CCCC1.BrCCBr.BrCCBr.BrCCBr.BrCCBr
total energy	-645722.837	eV
frontier orbital gap	9.8262	eV
energy relative to the best compared isomer or geometry (same formula, charge and spin)	3.437	eV

Geometry as XYZ:
```
92
Properties=species:S:1:pos:R:3:forces:R:3
O -7.6267 -2.3153 -2.1724 -0.359 -0.573 -0.212
S -7.8640 -2.4621 -3.5928 0.465 1.577 -0.706
O -7.3044 -1.4205 -4.4468 -0.374 -0.843 0.287
C -7.3266 -4.1313 -4.1522 -1.470 1.620 0.118
C -8.5148 -4.9165 -3.5653 0.605 -0.016 0.598
C -9.7976 -4.2217 -3.9940 -1.512 0.842 -0.574
C -9.6796 -2.6441 -3.9741 2.566 -1.839 -0.312
H -6.2822 -4.1878 -3.8455 -0.298 -0.597 0.340
H -7.3924 -4.0654 -5.2382 0.130 -0.142 -0.080
H -8.5094 -5.9631 -3.8700 -0.030 0.044 0.249
H -8.4945 -4.7911 -2.4827 0.410 -0.608 0.144
H -10.6992 -4.4711 -3.4345 0.409 -0.383 0.595
H -10.0876 -4.5831 -4.9806 0.261 0.409 -0.377
H -10.2250 -2.0869 -3.2124 -0.112 -0.113 -0.424
H -9.6604 -2.3125 -5.0123 -0.681 0.625 0.358
O 5.3674 4.7534 -0.1483 0.344 0.314 0.453
S 6.7277 4.8919 0.3312 1.841 0.074 0.360
O 7.3136 6.1965 0.7084 -1.240 -2.035 -0.476
C 7.0802 3.5567 1.6634 -1.575 0.808 -1.292
C 7.9982 2.5525 0.9592 0.661 0.088 0.471
C 7.8665 2.6474 -0.5995 -1.205 -1.065 1.086
C 7.7846 4.0667 -0.9257 0.823 2.065 -0.177
H 6.1056 3.1249 1.8911 -0.130 0.101 -0.194
H 7.3930 4.0839 2.5647 0.570 -0.180 -0.281
H 8.9675 2.8050 1.3891 0.527 -0.252 -0.755
H 7.7934 1.5263 1.2643 -0.125 0.100 0.132
H 6.9089 2.1803 -0.8298 0.076 -0.425 -0.249
H 8.6681 2.2126 -1.1966 -0.048 -0.417 0.443
H 7.4652 4.3705 -1.9226 -0.404 -0.219 0.136
H 8.8305 4.3646 -0.8521 -0.119 1.035 0.343
O 8.9923 -3.9213 1.1865 -0.217 -0.564 1.147
S 7.9529 -4.9342 1.2669 -1.017 2.720 -1.636
O 8.2648 -6.3012 1.4969 0.099 -0.967 0.347
C 6.4701 -4.3912 2.3040 -0.213 -0.678 -1.560
C 5.3631 -4.0987 1.2103 0.474 0.794 1.741
C 5.6198 -4.8048 -0.1069 0.794 -0.374 -0.213
C 7.1213 -4.6776 -0.3666 0.121 0.005 -0.046
H 6.7589 -3.5212 2.8937 -0.033 -0.168 -0.113
H 6.0633 -5.2009 2.9098 0.784 -0.113 0.175
H 4.3863 -4.3066 1.6470 -0.007 -0.319 -0.113
H 5.3672 -3.0117 1.1290 0.014 0.061 -0.702
H 4.9698 -4.3542 -0.8570 0.278 -0.137 -0.246
H 5.4455 -5.8806 -0.0876 -0.568 0.013 0.340
H 7.4114 -3.7140 -0.7854 -0.034 0.340 0.723
H 7.6215 -5.3520 -1.0617 -0.483 -0.608 0.154
O -2.8151 3.2925 9.2455 1.731 -2.011 -0.387
S -1.7791 2.2539 9.0151 -1.148 0.773 -0.882
O -0.4729 2.3907 9.6231 -0.643 -0.217 0.277
C -2.5314 0.5632 9.2166 -0.031 -0.135 -0.478
C -2.2247 -0.2408 7.8830 0.721 0.252 1.232
C -2.3351 0.7887 6.7894 -1.157 0.826 0.245
C -1.4547 1.9744 7.2429 0.413 -0.602 -0.797
H -3.5957 0.7738 9.3210 -0.031 -0.024 -0.141
H -2.2006 0.1058 10.1491 0.274 0.064 -0.178
H -1.2110 -0.6377 7.9371 0.225 0.115 0.096
H -2.8332 -1.1256 7.6962 -0.453 0.271 0.372
H -3.3878 1.0701 6.8129 -0.199 0.518 -0.041
H -2.2536 0.4043 5.7727 0.880 0.119 0.066
H -1.4164 2.8693 6.6217 -0.713 0.151 0.302
H -0.4210 1.6298 7.2160 0.128 -0.099 0.308
Br -1.2606 3.0956 0.3270 0.420 -0.339 -0.316
C -0.5187 1.6219 -0.7487 -1.197 -1.230 0.516
C -1.7306 0.7318 -1.1955 0.752 0.997 -1.073
Br -1.0091 -0.9290 -1.9425 -0.112 0.035 0.278
H 0.0920 0.9652 -0.1290 0.031 0.485 0.361
H 0.1338 2.0182 -1.5267 -0.579 0.021 -0.149
H -2.2553 1.1629 -2.0481 0.085 0.171 0.154
H -2.4911 0.5296 -0.4412 0.596 -0.144 0.226
Br -2.3520 3.9067 -7.0360 -0.115 -0.156 -0.337
C -3.6922 3.7428 -8.4661 -0.397 -0.811 0.288
C -3.0608 3.2512 -9.7573 0.185 0.764 -0.344
Br -4.4060 3.4362 -11.2559 0.959 -0.023 0.928
H -4.1648 4.7242 -8.5063 0.245 -0.167 -0.417
H -4.4292 3.0225 -8.1110 0.060 0.140 0.096
H -2.6907 2.2278 -9.8189 -0.603 -0.047 0.484
H -2.1683 3.8550 -9.9219 -0.333 0.297 -0.689
Br -1.5181 11.2541 -1.0297 0.544 -0.571 0.683
C -0.0816 9.9435 -0.5251 -0.322 0.647 -0.885
C 0.5366 9.4938 -1.8720 0.037 -0.591 1.564
Br 1.6706 10.8170 -2.7156 -0.316 -0.066 0.068
H -0.5192 9.1331 0.0578 -0.395 -0.148 -0.605
H 0.5817 10.4159 0.1994 0.195 0.375 -0.598
H -0.2489 9.1448 -2.5422 0.195 0.343 -0.083
H 1.1923 8.6518 -1.6499 0.069 0.004 -0.144
Br -3.4265 -9.0994 -0.0925 1.357 0.420 0.836
C -2.0177 -8.5959 1.2863 -0.623 1.373 0.360
C -1.7344 -7.0122 1.3532 0.269 -1.902 0.135
Br -1.1480 -6.6818 3.2422 -0.338 0.076 -1.037
H -1.0902 -9.1644 1.2189 -0.103 0.135 -0.887
H -2.4314 -8.9647 2.2249 -0.390 0.429 -0.172
H -2.5532 -6.3547 1.0609 -0.191 -0.366 0.552
H -0.8900 -6.7462 0.7172 0.019 -0.157 0.209
```
Forces are in eV/Å.